--- i ---
{
  "formula": "C5H9N2",
  "method": "ωB97M-V/def2-TZVPD",
  "species": ["N", "N", "C", "C", "C", "C", "C", "H", "H", "H", "H", "H", "H", "H", "H", "H"],
  "xyz": [[-1.026, -0.294, -0.029], [1.015, -1.553, -0.119], [1.261, -0.306, -0.007], [-2.443, 0.068, -0.013], [2.616, 0.403, 0.030], [0.017, 0.631, 0.070], [-0.697, -1.514, -0.243], [3.222, -0.094, 0.855], [-1.134, -2.474, -0.165], [3.214, 0.309, -0.814], [-0.050, 1.306, -0.883], [-3.124, -0.732, -0.531], [2.539, 1.543, 0.305], [-2.612, 1.200, -0.334], [-0.175, 1.460, 0.796], [-2.623, 0.048, 1.080]],
  "total_charge": 1
}

***

--- ii ---
{
  "formula": "C5H9N2",
  "method": "ωB97M-V/def2-TZVPD",
  "species": ["N", "N", "C", "C", "C", "C", "C", "H", "H", "H", "H", "H", "H", "H", "H", "H"],
  "xyz": [[-0.966, -0.074, 1.241], [1.156, 0.918, 1.566], [-1.525, -0.057, 2.583], [0.202, 0.347, 0.906], [0.814, -0.549, -3.698], [0.629, -0.285, -2.296], [0.609, -0.125, -1.113], [1.127, 0.369, -4.194], [-0.127, -0.894, -4.126], [-0.747, -0.235, 3.323], [-1.565, -0.452, 0.518], [-2.011, 0.897, 2.788], [2.032, 1.155, 1.126], [1.574, -1.316, -3.834], [-2.263, -0.851, 2.661], [1.060, 1.152, 2.550]],
  "total_charge": 1
}

***

Name the most stable of them. i.

***

--- i ---
{
  "formula": "C5H9N2",
  "method": "ωB97M-V/def2-TZVPD",
  "species": ["N", "N", "C", "C", "C", "C", "C", "H", "H", "H", "H", "H", "H", "H", "H", "H"],
  "xyz": [[-1.595, -1.793, -0.008], [0.887, -0.891, 0.256], [-2.519, 0.580, 0.516], [1.468, 0.463, 0.467], [-0.564, -0.944, -0.642], [2.226, -0.616, -0.318], [-1.720, -0.523, 0.034], [2.377, -0.522, -1.321], [-1.940, 1.447, 0.400], [-3.532, 0.492, 0.020], [-0.317, -0.972, -1.603], [-2.781, 0.410, 1.613], [0.739, -1.383, 1.138], [1.184, 1.381, -0.156], [2.988, -1.223, 0.309], [1.962, 0.607, 1.407]],
  "total_charge": 1
}

***

--- ii ---
{
  "formula": "C5H9N2",
  "method": "ωB97M-V/def2-TZVPD",
  "species": ["N", "N", "C", "C", "C", "C", "C", "H", "H", "H", "H", "H", "H", "H", "H", "H"],
  "xyz": [[0.733, 1.190, -0.232], [-1.040, 0.504, 1.168], [-0.191, 0.114, -0.021], [1.910, 0.699, -0.168], [-1.354, -0.065, -1.217], [0.644, -1.121, 0.212], [1.920, -0.745, 0.093], [-1.840, 0.891, -1.357], [-0.503, 0.467, 2.042], [2.806, -1.342, 0.190], [-0.844, -0.343, -2.135], [-1.343, 1.475, 1.008], [-2.034, -0.851, -0.921], [0.228, -2.095, 0.379], [-1.870, -0.100, 1.238], [2.779, 1.320, -0.279]],
  "total_charge": 1
}

***

--- iii ---
{
  "formula": "C5H9N2",
  "method": "ωB97M-V/def2-TZVPD",
  "species": ["N", "N", "C", "C", "C", "C", "C", "H", "H", "H", "H", "H", "H", "H", "H", "H"],
  "xyz": [[0.016, 0.811, 0.833], [2.064, -0.059, 0.131], [1.428, 0.850, 0.884], [-0.750, 0.062, 0.025], [-2.306, 0.113, 0.109], [1.485, -0.763, -0.768], [-0.014, -0.818, -0.980], [-0.346, -0.336, -1.992], [2.123, -1.427, -1.319], [-0.342, 1.568, 1.470], [-2.320, 0.615, 1.080], [-0.334, -1.805, -0.800], [3.124, -0.002, 0.194], [-2.806, -0.914, 0.044], [1.698, 1.371, 1.757], [-2.719, 0.734, -0.668]],
  "total_charge": 1
}

***

--- iv ---
{
  "formula": "C5H9N2",
  "method": "ωB97M-V/def2-TZVPD",
  "species": ["N", "N", "C", "C", "C", "C", "C", "H", "H", "H", "H", "H", "H", "H", "H", "H"],
  "xyz": [[-2.636, 0.009, 0.108], [-0.438, 0.627, -0.473], [-3.858, -0.193, 0.149], [2.736, 1.142, 0.093], [2.458, -1.420, -0.081], [2.576, -0.144, 0.109], [-1.358, -0.114, 0.184], [1.530, -1.717, -0.687], [-0.671, 1.322, -1.143], [0.501, 0.500, 0.003], [-1.103, -0.803, 0.955], [2.587, 1.925, 0.856], [3.490, 1.538, -0.655], [-4.542, -0.004, 0.964], [3.093, -2.038, 0.388], [-4.364, -0.631, -0.769]],
  "total_charge": 1
}

***

Name the most stable of them. ii.

***

--- i ---
{
  "formula": "C5H9N2",
  "method": "ωB97M-V/def2-TZVPD",
  "species": ["N", "N", "C", "C", "C", "C", "C", "H", "H", "H", "H", "H", "H", "H", "H", "H"],
  "xyz": [[-3.209, -0.716, 0.704], [0.327, 0.035, -0.036], [0.308, -0.845, -1.230], [0.367, -0.487, 1.301], [-0.930, -0.236, -0.734], [0.999, 1.412, -0.146], [-2.220, -0.752, 0.140], [2.084, 1.339, -0.178], [1.373, -0.649, 1.637], [0.742, 2.063, 0.668], [0.537, -1.953, -1.042], [-1.407, 0.619, -1.062], [-0.163, -1.388, 1.427], [0.696, 1.744, -1.123], [0.616, -0.561, -2.256], [-0.120, 0.374, 1.932]],
  "total_charge": 1
}

***

--- ii ---
{
  "formula": "C5H9N2",
  "method": "ωB97M-V/def2-TZVPD",
  "species": ["N", "N", "C", "C", "C", "C", "C", "H", "H", "H", "H", "H", "H", "H", "H", "H"],
  "xyz": [[-0.846, 0.441, -1.350], [-0.540, -1.687, -0.198], [-0.672, 0.164, 0.829], [-1.143, -1.251, 0.854], [0.039, -0.443, -0.362], [-1.417, 1.135, -0.162], [2.913, -0.348, 0.199], [3.096, -0.131, -0.840], [-1.667, -1.891, 1.599], [-0.400, 1.027, -2.028], [-0.838, 2.021, 0.206], [-1.507, -0.092, -1.914], [3.400, -1.052, 0.832], [-0.248, 0.661, 1.756], [-2.490, 1.024, -0.197], [2.320, 0.423, 0.774]],
  "total_charge": 1
}

***

Name the most stable of them. i.

***

--- i ---
{
  "formula": "C6H5N",
  "method": "ωB97M-V/def2-TZVPD",
  "species": ["N", "C", "C", "C", "C", "C", "C", "H", "H", "H", "H", "H"],
  "xyz": [[3.178, -0.195, -0.038], [-1.489, -0.165, 0.294], [0.546, 0.909, -0.051], [-0.867, 1.177, 0.039], [-0.882, -1.340, -0.032], [4.269, -0.716, 0.103], [1.652, 0.629, -0.221], [-1.278, 1.263, -0.948], [0.201, -1.354, -0.116], [-1.166, 2.052, 0.609], [-1.578, -2.119, -0.026], [-2.587, -0.141, 0.385]]
}

***

--- ii ---
{
  "formula": "C6H5N",
  "method": "ωB97M-V/def2-TZVPD",
  "species": ["N", "C", "C", "C", "C", "C", "C", "H", "H", "H", "H", "H"],
  "xyz": [[1.285, -0.815, 0.569], [0.160, -1.017, 1.172], [-0.341, 2.859, -0.112], [-0.384, 4.023, 0.001], [1.051, 0.096, -0.511], [-0.481, 0.358, -0.449], [-0.980, -0.419, 0.504], [1.677, 0.895, -0.147], [-1.959, -0.570, 0.806], [-0.968, 0.894, -1.157], [-0.003, -1.622, 2.118], [1.113, -0.116, -1.603]]
}

***

Name the most stable of them. i.

***

--- i ---
{
  "formula": "C6H5N",
  "method": "ωB97M-V/def2-TZVPD",
  "species": ["N", "C", "C", "C", "C", "C", "C", "H", "H", "H", "H", "H"],
  "xyz": [[1.301, 1.063, 0.453], [-0.156, -0.466, -0.548], [1.584, -0.130, 0.822], [0.732, -1.132, 0.229], [-2.426, 0.026, -0.003], [-3.513, 0.040, 0.422], [0.216, 0.985, -0.477], [-0.595, 1.643, -0.146], [0.562, 1.373, -1.441], [-0.873, -0.885, -1.231], [0.787, -2.188, 0.403], [2.381, -0.328, 1.518]]
}

***

--- ii ---
{
  "formula": "C6H5N",
  "method": "ωB97M-V/def2-TZVPD",
  "species": ["N", "C", "C", "C", "C", "C", "C", "H", "H", "H", "H", "H"],
  "xyz": [[0.230, 1.001, 0.676], [-0.151, 0.915, -2.869], [0.792, 0.558, -0.461], [0.047, 0.165, 1.716], [-0.678, -2.282, 1.132], [-0.273, -1.181, 1.439], [0.289, 0.846, -1.744], [1.489, -0.259, -0.329], [-1.093, -3.223, 0.844], [0.050, 0.568, 2.720], [-0.138, 1.951, 0.727], [-0.565, 0.941, -3.852]]
}

***

Name the most stable of them. ii.

***

--- i ---
{
  "formula": "C3H6FN",
  "method": "ωB97M-V/def2-TZVPD",
  "species": ["F", "N", "C", "C", "C", "H", "H", "H", "H", "H", "H"],
  "xyz": [[0.366, -0.707, 2.066], [0.378, -1.088, -0.711], [0.125, 0.466, 1.210], [-0.474, -0.041, -1.283], [0.508, 0.274, -0.240], [-0.963, 0.608, 1.301], [1.465, 0.708, -0.488], [-1.515, -0.169, -0.997], [-0.391, 0.255, -2.311], [-0.178, -1.694, -0.035], [0.679, 1.388, 1.489]]
}

***

--- ii ---
{
  "formula": "C3H6FN",
  "method": "ωB97M-V/def2-TZVPD",
  "species": ["F", "N", "C", "C", "C", "H", "H", "H", "H", "H", "H"],
  "xyz": [[-1.951, 0.775, -0.003], [0.773, 1.214, -0.174], [0.102, -0.090, -0.504], [1.365, -0.028, 0.207], [-1.216, -0.428, 0.081], [-1.696, -1.190, -0.612], [1.308, -0.381, 1.240], [-0.981, -0.735, 1.141], [0.075, 1.541, 0.545], [0.024, -0.329, -1.500], [2.195, -0.349, -0.421]]
}

***

Name the most stable of them. i.

***

--- i ---
{
  "formula": "CH2Cl2S2",
  "method": "ωB97M-V/def2-TZVPD",
  "species": ["Cl", "Cl", "S", "S", "C", "H", "H"],
  "xyz": [[3.195, 0.328, -0.107], [-3.109, -0.957, 0.862], [0.979, 1.864, 1.075], [0.440, -0.147, -1.002], [1.513, 0.744, 0.041], [1.358, -0.928, -1.579], [-4.376, -0.904, 0.711]]
}

***

--- ii ---
{
  "formula": "CH2Cl2S2",
  "method": "ωB97M-V/def2-TZVPD",
  "species": ["Cl", "Cl", "S", "S", "C", "H", "H"],
  "xyz": [[-0.930, 2.522, 0.992], [1.677, 1.004, -2.038], [-0.910, -0.039, -0.369], [1.515, 0.788, 1.034], [-0.036, 1.088, 0.504], [1.038, 0.100, -0.957], [-1.807, 0.842, -0.867]]
}

***

Name the most stable of them. i.

***

--- i ---
{
  "formula": "CH11O5",
  "method": "ωB97M-V/def2-TZVPD",
  "species": ["O", "O", "O", "O", "O", "C", "H", "H", "H", "H", "H", "H", "H", "H", "H", "H", "H"],
  "xyz": [[2.273, -1.967, -0.035], [1.273, 0.292, -1.000], [0.211, -1.144, -3.163], [-0.694, 1.081, 0.235], [-2.697, 2.643, 1.850], [-0.651, -0.070, 1.094], [-1.468, -0.092, 1.868], [1.627, 0.842, -1.695], [-2.503, 1.929, 1.255], [0.666, -1.933, -2.764], [2.015, -1.088, -0.526], [0.234, -0.585, -2.378], [0.175, 0.953, -0.270], [-0.716, -1.071, 0.587], [0.344, -0.077, 1.635], [2.960, -2.015, 0.612], [-3.050, 2.299, 2.695]],
  "total_charge": -1
}

***

--- ii ---
{
  "formula": "CH11O5",
  "method": "ωB97M-V/def2-TZVPD",
  "species": ["O", "O", "O", "O", "O", "C", "H", "H", "H", "H", "H", "H", "H", "H", "H", "H", "H"],
  "xyz": [[2.506, 0.208, -0.299], [-1.008, 0.508, 1.887], [0.286, -2.921, -0.334], [-0.048, -0.325, -0.353], [0.095, 2.624, 0.724], [-0.833, 0.078, -1.415], [-0.439, 0.188, 1.159], [-1.218, -0.200, 2.482], [-1.804, 0.515, -1.116], [-1.091, -0.735, -2.114], [-0.316, 0.871, -1.992], [0.200, 1.828, 0.181], [1.572, -0.003, -0.610], [-0.585, 2.318, 1.344], [2.533, -0.210, 0.564], [0.467, -1.941, -0.505], [-0.317, -2.803, 0.397]],
  "total_charge": -1
}

***

Name the most stable of them. ii.